No. 1
Entry from the Open Molecules 2025 dataset: a cluster of 2 separate species, C2H9N3 in total in a non-equilibrium geometry (ωB97M-V/def2-TZVPD).

Calculated values
- F_max: 3.23 eV Å⁻¹
- ΔE to the lowest compared entry with this formula, charge and spin: 53.5 kcal/mol
- Frontier orbital gap: 0.37139 Eh
- E_tot: -6688.1895 eV
- SMILES: C=N.NCN

Atoms and positions in Å:
C1 0.99 5.36 -0.52
N1 1.04 4.13 -0.84
H1 1.25 6.23 -1.12
H2 0.65 5.71 0.47
H3 1.28 3.65 0.03
N2 -1.71 -2.49 -0.28
C2 -0.20 -2.39 0.08
N3 0.18 -3.24 1.12
H4 -1.96 -3.44 0.00
H5 -1.73 -2.50 -1.30
H6 -0.15 -1.33 0.34
H7 0.27 -2.44 -0.90
H8 0.31 -4.21 0.90
H9 -0.22 -3.01 2.02

No. 2
Entry from the Open Molecules 2025 dataset: a structure of composition F2H4NO14P2S2Tl in a non-equilibrium geometry (ωB97M-V/def2-TZVPD).

Calculated values
- F_max: 5.01 eV Å⁻¹
- Frontier orbital gap: 0.08409 Eh
- Net charge: -4
- E_tot: -80586.3841 eV

Atoms and positions in Å:
Tl1 -0.01 0.99 -1.17
N1 -0.04 -1.91 -1.26
S1 -0.10 -2.96 -2.43
O1 -1.39 -3.27 -3.02
O2 0.89 -4.01 -2.38
F1 0.55 -2.02 -3.58
S2 -0.69 -3.05 -0.15
O3 0.19 -4.12 0.28
O4 -2.11 -3.30 -0.21
F2 -0.59 -2.11 1.13
P1 0.82 4.41 1.29
O5 1.88 5.04 0.31
O6 1.37 4.18 2.72
O7 0.43 2.92 1.02
O8 -0.21 5.58 1.18
P2 2.68 0.46 1.08
O9 2.64 0.56 -0.46
O10 1.25 0.29 1.66
O11 3.05 1.79 1.77
O12 3.70 -0.65 1.42
O13 -2.77 -0.17 -1.29
H1 -3.50 -0.04 -0.68
H2 -3.16 -0.60 -2.06
O14 -1.57 0.57 1.23
H3 -1.06 0.26 2.00
H4 -2.24 1.16 1.58

No. 3
Entry from the Open Molecules 2025 dataset: the ion C4H12NO with charge +1 in a non-equilibrium geometry (ωB97M-V/def2-TZVPD).

Calculated values
- F_max: 3.12 eV Å⁻¹
- ΔE to the lowest compared entry with this formula, charge and spin: 42.0 kcal/mol
- Frontier orbital gap: 0.41552 Eh
- Net charge: +1
- E_tot: -7872.4718 eV
- SMILES: C[NH2+][C@@H](C)CO

Atoms and positions in Å:
O1 1.36 -1.30 -0.43
C1 0.21 -0.93 -1.16
C2 -0.47 0.20 -0.39
N1 0.13 0.59 0.94
C3 -0.46 -0.03 2.17
C4 -0.75 1.46 -1.25
H1 1.70 -2.21 -0.57
H2 -0.35 -1.90 -1.38
H3 0.40 -0.72 -2.25
H4 -1.49 -0.05 -0.14
H5 1.19 0.57 0.81
H6 -0.01 1.63 1.09
H7 -1.57 -0.24 2.09
H8 -0.22 0.71 2.97
H9 -0.12 -1.00 2.53
H10 -1.59 1.27 -1.90
H11 -1.16 2.31 -0.67
H12 0.10 1.90 -1.74

No. 4
Entry from the Open Molecules 2025 dataset: a structure of composition C2H6N4O2 in a non-equilibrium geometry (ωB97M-V/def2-TZVPD).

Calculated values
- F_max: 9.35 eV Å⁻¹
- ΔE to the lowest compared entry with this formula, charge and spin: 126.3 kcal/mol
- Frontier orbital gap: 0.35724 Eh
- E_tot: -12221.1766 eV

Atoms and positions in Å:
C1 -0.05 -0.49 -1.25
C2 -0.35 -0.12 1.05
H1 0.09 2.41 -0.33
H2 1.37 1.13 -0.01
H3 -0.11 1.06 -2.40
H4 -0.16 -2.57 0.85
H5 -0.66 0.95 0.87
H6 -1.22 -0.25 2.88
N1 0.77 1.67 -0.89
N2 0.02 0.84 -1.53
N3 0.44 -0.68 0.15
N4 -0.60 -0.69 2.19
O1 -0.38 -1.32 -1.97
O2 0.84 -1.93 0.40

No. 5
Entry from the Open Molecules 2025 dataset: a structure of composition C2H3O3Yb in a non-equilibrium geometry (ωB97M-V/def2-TZVPD).

Calculated values
- F_max: 4.97 eV Å⁻¹
- ΔE to the lowest compared entry with this formula, charge and spin: 0.0 kcal/mol
- Frontier orbital gap: 0.17205 Eh
- Net charge: +1
- E_tot: -39785.4409 eV

Atoms and positions in Å:
O1 -0.89 -2.42 -1.39
C1 0.31 -2.47 -1.35
C2 1.38 -1.79 -0.79
O2 1.24 -0.71 -0.06
H1 -2.10 2.91 1.18
H2 2.35 -2.02 -1.24
Yb1 -0.40 0.60 0.65
O3 -1.19 2.61 1.26
H3 -0.70 3.28 1.74

No. 6
Entry from the Open Molecules 2025 dataset: a structure of composition C6H6BF4I3NV in a non-equilibrium geometry (ωB97M-V/def2-TZVPD).

Calculated values
- F_max: 2.82 eV Å⁻¹
- Expectation value of S²: 0.811
- ΔE to the lowest compared entry with this formula, charge and spin: 3.1 kcal/mol
- Frontier orbital gap (alpha / beta): 0.27181 / 0.25246 Eh
- 2S+1: 2
- Net charge: +1
- E_tot: -69344.3962 eV

Atoms and positions in Å:
V1 -0.10 1.10 0.52
I1 2.57 1.58 -0.14
C1 2.14 3.68 0.19
I2 0.30 3.86 1.33
H1 1.99 4.15 -0.79
H2 2.96 4.13 0.74
F1 -2.45 0.08 -1.05
B1 -2.31 1.37 -0.67
F2 -0.96 1.78 -1.17
F3 -2.05 1.33 0.78
F4 -3.22 2.27 -0.98
I3 0.33 -0.31 2.95
C2 0.13 -1.53 1.21
C3 0.18 -2.90 1.22
C4 0.13 -3.54 -0.01
C5 0.03 -2.78 -1.17
C6 -0.03 -1.40 -1.07
N1 0.02 -0.78 0.11
H3 0.27 -3.45 2.15
H4 0.18 -4.62 -0.07
H5 0.01 -3.24 -2.14
H6 -0.13 -0.77 -1.95

No. 7
Entry from the Open Molecules 2025 dataset: a cluster of 2 separate species, C2H4ClI in total in a non-equilibrium geometry (ωB97M-V/def2-TZVPD).

Calculated values
- F_max: 4.26 eV Å⁻¹
- ΔE to the lowest compared entry with this formula, charge and spin: 43.3 kcal/mol
- Frontier orbital gap (alpha / beta): 0.24208 / 0.24204 Eh
- E_tot: -22759.8516 eV

Atoms and positions in Å:
C1 -0.54 -0.50 0.30
C2 -0.01 0.64 -0.48
Cl1 0.12 2.19 0.07
I1 2.77 -0.45 0.06
H1 -1.69 -0.27 0.41
H2 -0.14 -0.50 1.39
H3 -0.48 -1.53 -0.12
H4 -0.02 0.42 -1.64

No. 8
Entry from the Open Molecules 2025 dataset: a structure of composition C6H3F19HfN3O25S9 in a non-equilibrium geometry (ωB97M-V/def2-TZVPD).

Calculated values
- F_max: 9.87 eV Å⁻¹
- ΔE to the lowest compared entry with this formula, charge and spin: 79.6 kcal/mol
- Frontier orbital gap: 0.25009 Eh
- Net charge: -3
- E_tot: -212380.0081 eV

Atoms and positions in Å:
Hf1 0.35 0.14 0.01
C1 -3.54 1.72 2.70
F1 -3.78 0.43 2.99
F2 -4.06 2.02 1.57
F3 -4.12 2.53 3.57
S1 -1.56 1.92 2.67
O1 -1.11 1.38 3.93
O2 -1.14 1.12 1.52
O3 -1.29 3.32 2.60
C2 -0.92 -3.24 -3.58
F4 -2.03 -3.79 -3.19
F5 -0.33 -3.90 -4.53
F6 -1.19 -2.01 -3.87
S2 0.30 -3.16 -2.02
O4 1.67 -3.21 -2.49
O5 0.01 -1.89 -1.29
O6 0.04 -4.32 -1.21
C3 -1.73 -2.68 3.58
F7 -2.75 -3.54 3.75
F8 -2.23 -1.46 3.85
F9 -0.69 -3.12 4.30
S3 -1.44 -2.67 1.64
O7 -2.75 -2.75 0.98
O8 -0.63 -1.47 1.25
O9 -0.71 -3.94 1.37
C4 4.38 -2.81 0.80
F10 5.02 -2.07 1.65
F11 4.65 -2.42 -0.47
F12 4.76 -3.99 1.01
S4 2.47 -2.87 1.09
O10 2.20 -2.78 2.53
O11 1.93 -1.61 0.49
O12 1.97 -4.09 0.44
C5 -0.46 4.50 -2.43
F13 -1.02 3.89 -3.47
F14 0.83 4.41 -2.57
F15 -0.95 5.71 -2.39
S5 -0.94 3.62 -0.81
O13 -0.38 4.47 0.25
O14 -2.42 3.51 -0.79
O15 -0.29 2.27 -0.80
N1 1.51 0.60 -1.82
S6 1.18 0.73 -3.34
O16 1.30 -0.42 -4.20
O17 1.11 2.06 -3.96
F16 -0.34 0.54 -2.91
S7 3.17 0.68 -2.32
O18 3.67 1.92 -2.74
O19 3.70 -0.61 -2.81
F17 3.72 0.85 -0.80
N2 1.60 1.18 1.52
S8 2.50 2.71 1.60
O20 3.93 2.72 1.74
O21 1.65 3.84 2.01
F18 2.49 2.86 0.05
S9 2.20 0.84 2.98
O22 1.68 1.62 4.10
O23 3.46 0.10 3.04
F19 1.13 -0.41 3.11
C6 -4.19 0.59 -1.50
N3 -3.08 -0.38 -1.32
O24 -2.12 -0.02 -0.61
O25 -3.18 -1.46 -1.83
H1 -4.82 0.07 -2.21
H2 -3.82 1.54 -1.90
H3 -4.62 0.68 -0.50

No. 9
Entry from the Open Molecules 2025 dataset: a cluster of 2 separate species, C3H7NO3 in total in a non-equilibrium geometry (ωB97M-V/def2-TZVPD).

Calculated values
- F_max: 3.15 eV Å⁻¹
- ΔE to the lowest compared entry with this formula, charge and spin: 97.7 kcal/mol
- Frontier orbital gap (alpha / beta): 0.31663 / 0.31622 Eh
- E_tot: -10854.1304 eV

Atoms and positions in Å:
C1 1.11 1.20 -0.19
C2 1.11 -1.12 0.47
N1 0.80 -0.15 -0.53
C3 -1.68 -0.10 -0.36
O1 -1.27 0.22 0.76
O2 -3.01 -0.18 -0.62
O3 -0.92 -0.38 -1.34
H1 -3.48 0.06 0.19
H2 2.18 1.29 -0.40
H3 0.59 1.87 -0.89
H4 0.59 -2.06 0.24
H5 0.89 -0.82 1.50
H6 0.89 1.49 0.84
H7 2.18 -1.31 0.34

No. 10
Entry from the Open Molecules 2025 dataset: a structure of composition C2F3NO4S2Sc in a non-equilibrium geometry (ωB97M-V/def2-TZVPD).

Calculated values
- F_max: 3.35 eV Å⁻¹
- ΔE to the lowest compared entry with this formula, charge and spin: 0.0 kcal/mol
- Frontier orbital gap (alpha / beta): 0.22994 / 0.22996 Eh
- Net charge: +1
- E_tot: -62269.6575 eV

Atoms and positions in Å:
Sc1 1.45 1.52 -0.49
N1 1.64 -0.51 0.31
S1 3.36 -0.36 0.20
O1 3.32 1.19 -0.32
S2 -0.98 0.17 0.60
O2 -0.58 1.46 -0.12
O3 -0.48 -1.10 -0.27
C1 -2.74 0.05 -0.02
F1 -3.42 1.00 0.59
F2 -2.81 0.22 -1.33
F3 -3.24 -1.13 0.30
O4 1.19 -2.76 -0.18
C2 0.97 -1.60 0.04

No. 11
Entry from the Open Molecules 2025 dataset: a structure of composition C18H42NO6S2 in a non-equilibrium geometry (ωB97M-V/def2-TZVPD).

Calculated values
- F_max: 1.90 eV Å⁻¹
- Frontier orbital gap: 0.28151 Eh
- Net charge: -1
- E_tot: -54792.9384 eV

Atoms and positions in Å:
C1 -7.22 2.22 -4.32
C2 -6.29 1.55 -5.34
C3 -5.19 0.80 -4.59
C4 -3.93 1.67 -4.61
O1 -3.20 1.48 -3.39
S1 -2.36 2.82 -3.03
O2 -3.27 3.74 -2.43
O3 -1.77 3.31 -4.23
N1 -1.21 2.32 -2.01
S2 -0.06 3.43 -1.87
O4 -0.59 4.74 -1.57
O5 0.89 3.49 -2.94
C5 0.88 2.91 -0.43
O6 0.11 2.22 0.53
C6 0.78 2.21 1.77
H1 -6.62 2.64 -3.52
H2 -7.77 3.04 -4.78
H3 -7.89 1.47 -3.92
H4 -6.86 0.89 -6.00
H5 -5.88 2.34 -5.96
H6 -5.45 0.67 -3.55
H7 -5.00 -0.16 -5.07
H8 -3.33 1.42 -5.48
H9 -4.27 2.69 -4.65
H10 1.70 2.27 -0.76
H11 1.27 3.83 -0.02
H12 0.63 1.26 2.28
H13 0.44 3.05 2.38
H14 1.85 2.32 1.65
C7 -1.92 -0.73 -0.98
C8 -1.17 -0.99 0.32
C9 0.26 -1.48 0.11
C10 0.39 -2.82 -0.61
C11 -0.34 -3.99 0.05
C12 0.19 -4.31 1.45
H15 -2.03 -1.64 -1.58
H16 -2.92 -0.35 -0.77
H17 -1.41 0.02 -1.58
H18 -1.73 -1.71 0.94
H19 -1.13 -0.06 0.89
H20 0.76 -1.54 1.09
H21 0.81 -0.72 -0.45
H22 1.46 -3.07 -0.70
H23 0.03 -2.71 -1.64
H24 -0.22 -4.87 -0.58
H25 -1.41 -3.78 0.10
H26 1.25 -4.56 1.42
H27 -0.34 -5.17 1.87
H28 0.05 -3.47 2.13
C13 3.31 -1.36 1.61
C14 4.31 -2.01 2.56
C15 3.89 -1.92 4.03
C16 3.77 -0.50 4.58
C17 5.04 0.34 4.46
C18 6.21 -0.22 5.25
H29 3.20 -0.30 1.80
H30 3.63 -1.48 0.57
H31 2.32 -1.83 1.70
H32 5.29 -1.57 2.42
H33 4.41 -3.07 2.29
H34 4.60 -2.49 4.63
H35 2.92 -2.43 4.15
H36 3.47 -0.56 5.63
H37 2.95 0.02 4.07
H38 4.82 1.35 4.83
H39 5.32 0.46 3.41
H40 5.97 -0.31 6.31
H41 7.09 0.43 5.16
H42 6.51 -1.21 4.89

No. 12
Entry from the Open Molecules 2025 dataset: a structure of composition C24H44BNP2Ru in a non-equilibrium geometry (ωB97M-V/def2-TZVPD).

Calculated values
- F_max: 3.82 eV Å⁻¹
- Expectation value of S²: 8.798
- ΔE to the lowest compared entry with this formula, charge and spin: 0.0 kcal/mol
- Frontier orbital gap (alpha / beta): 0.21897 / 0.21528 Eh
- 2S+1: 6
- Net charge: +1
- E_tot: -48912.2590 eV

Atoms and positions in Å:
Ru1 0.83 -1.38 0.48
C1 -1.06 -1.11 2.68
C2 -0.69 -2.13 1.71
C3 1.02 -1.83 3.35
C4 -0.03 -0.91 3.60
C5 0.68 -2.61 2.17
C6 -2.39 -0.49 2.88
H1 -3.21 -1.12 2.47
H2 -2.37 0.52 2.45
H3 -2.58 -0.31 3.96
C7 -0.10 0.05 4.74
H4 -1.14 0.37 4.90
H5 0.53 0.93 4.55
H6 0.22 -0.45 5.67
C8 2.18 -2.02 4.24
H7 1.83 -2.07 5.27
H8 2.89 -1.19 4.17
H9 2.69 -2.96 4.02
C9 1.20 -3.93 1.78
H10 0.57 -4.77 2.14
H11 2.23 -4.08 2.16
H12 1.18 -3.89 0.66
C10 -1.71 -3.09 1.12
H13 -1.55 -4.08 1.57
H14 -1.58 -3.13 0.03
H15 -2.74 -2.77 1.39
C11 -1.39 3.12 0.15
C12 -2.47 2.49 0.62
C13 -2.89 1.12 0.19
C14 -2.11 0.47 -0.97
C15 -0.67 0.25 -0.83
C16 0.50 1.04 -1.08
C17 0.56 2.54 -1.42
C18 -0.83 3.16 -1.25
H16 -3.98 1.09 -0.02
H17 -2.32 1.02 -1.90
H18 -2.70 0.47 1.04
H19 -1.58 2.76 -1.96
H20 -0.99 3.96 0.73
H21 -2.99 2.94 1.50
H22 -0.69 4.23 -1.54
H23 1.19 3.01 -0.64
H24 1.30 0.83 -0.35
H25 1.11 2.73 -2.39
H26 -2.59 -0.54 -1.04
H27 -0.52 -0.94 -0.83
P1 -0.73 1.02 -3.69
C19 -0.67 2.75 -4.38
C20 -1.39 0.13 -5.16
P2 1.46 -0.37 -2.27
C21 1.08 0.62 -3.78
C22 0.75 -1.93 -2.82
C23 3.25 -0.48 -2.24
H28 0.27 3.26 -4.12
H29 -1.50 3.35 -3.99
H30 -0.75 2.71 -5.48
H31 -1.04 0.63 -6.08
H32 -2.50 0.18 -5.11
H33 -1.08 -0.92 -5.15
H34 3.65 -0.10 -3.19
H35 3.53 -1.54 -2.13
H36 3.67 0.08 -1.39
H37 1.70 1.53 -3.87
H38 1.29 -0.03 -4.65
H39 1.30 -2.72 -2.30
H40 0.91 -1.98 -3.91
H41 -0.32 -1.99 -2.60
B1 2.43 1.83 3.02
C24 2.34 0.67 2.05
N1 2.14 -0.23 1.30
H42 3.25 2.63 2.63
H43 2.80 1.31 4.06
H44 1.33 2.33 3.10

No. 13
Entry from the Open Molecules 2025 dataset: a cluster of 3 separate species, C13H16F9N2O8S2 in total in a non-equilibrium geometry (ωB97M-V/def2-TZVPD).

Calculated values
- F_max: 7.21 eV Å⁻¹
- Frontier orbital gap: 0.32509 Eh
- Net charge: +1
- E_tot: -79216.0315 eV

Atoms and positions in Å:
F1 -0.34 -0.97 0.74
C1 -1.37 -1.71 0.09
F2 -1.17 -3.13 0.17
F3 -2.55 -1.47 0.89
C2 -1.73 -1.19 -1.38
F4 -2.43 0.06 -1.19
F5 -2.70 -2.04 -2.02
C3 -0.47 -0.85 -2.31
F6 0.26 0.31 -1.88
F7 -1.02 -0.48 -3.60
C4 0.50 -2.12 -2.63
F8 0.89 -1.99 -3.99
F9 -0.22 -3.38 -2.54
C5 1.71 -2.22 -1.58
C6 3.18 -2.17 -2.20
C7 4.04 -0.86 -1.80
C8 3.88 0.56 -2.41
N1 4.92 1.37 -1.74
C9 5.60 0.49 -0.81
N2 5.10 -0.87 -0.78
H1 1.61 -3.23 -1.01
H2 1.67 -1.42 -0.74
H3 3.26 -2.29 -3.33
H4 3.77 -3.07 -1.75
H5 3.15 0.89 -3.22
H6 5.12 2.36 -1.91
H7 6.46 0.85 -0.16
H8 5.42 -1.66 -0.20
C10 0.76 1.83 0.82
C11 0.94 3.26 1.33
O1 2.18 3.25 2.04
S1 3.18 2.18 1.33
O2 4.05 2.90 0.45
O3 3.67 1.28 2.34
O4 2.07 1.40 0.44
H9 0.41 1.17 1.62
H10 0.08 1.78 -0.02
H11 0.12 3.57 1.99
H12 1.02 3.96 0.50
C12 -6.36 -0.29 1.92
C13 -4.92 0.08 2.27
O5 -5.03 1.23 3.12
S2 -6.40 1.12 3.99
O6 -6.07 0.58 5.27
O7 -7.14 2.33 3.81
O8 -7.11 -0.06 3.11
H13 -6.76 0.37 1.14
H14 -6.45 -1.33 1.61
H15 -4.33 0.31 1.39
H16 -4.44 -0.71 2.84

No. 14
Entry from the Open Molecules 2025 dataset: a structure of composition C23H19FeN5O2S2Te in a non-equilibrium geometry (ωB97M-V/def2-TZVPD).

Calculated values
- F_max: 2.53 eV Å⁻¹
- Expectation value of S²: 8.773
- ΔE to the lowest compared entry with this formula, charge and spin: 0.0 kcal/mol
- Frontier orbital gap (alpha / beta): 0.28955 / 0.19716 Eh
- 2S+1: 6
- Net charge: +1
- E_tot: -99050.2293 eV

Atoms and positions in Å:
Fe1 -0.49 -0.53 -1.59
O1 -1.80 -1.49 1.92
S1 -0.61 -1.42 1.12
O2 -0.58 -2.26 -0.09
N1 -0.36 0.01 0.43
C1 -0.55 1.27 0.91
C2 -0.71 1.66 2.22
C3 -0.83 3.03 2.54
C4 -0.80 4.00 1.57
C5 -0.68 3.63 0.21
C6 -0.67 4.55 -0.86
C7 -0.56 4.09 -2.14
C8 -0.45 2.71 -2.37
N2 -0.47 1.82 -1.40
C9 -0.56 2.26 -0.12
C10 0.82 -1.79 2.09
C11 2.05 -1.29 1.69
C12 3.17 -1.59 2.45
C13 3.05 -2.38 3.59
C14 1.81 -2.87 3.97
C15 0.68 -2.58 3.23
H1 -0.72 0.92 3.01
H2 -0.94 3.31 3.58
H3 -0.87 5.04 1.84
H4 -0.77 5.61 -0.66
H5 -0.55 4.77 -2.99
H6 -0.37 2.32 -3.38
H7 2.11 -0.68 0.80
H8 4.14 -1.20 2.16
H9 3.92 -2.60 4.18
H10 1.72 -3.48 4.87
H11 -0.30 -2.94 3.51
Te1 1.47 -1.31 -2.90
C16 3.39 -0.94 -2.19
C17 4.33 -1.86 -1.82
C18 5.52 -1.26 -1.38
C19 5.47 0.11 -1.42
S2 3.97 0.67 -1.99
H12 4.17 -2.93 -1.88
H13 6.39 -1.81 -1.04
H14 6.24 0.81 -1.16
N3 -5.18 -2.83 -0.95
C20 -4.53 -1.75 -1.43
C21 -3.16 -1.80 -1.77
N4 -2.54 -0.73 -2.26
C22 -3.25 0.39 -2.44
C23 -4.59 0.43 -2.10
N5 -5.22 -0.62 -1.59
H15 -4.67 -3.64 -0.64
H16 -6.12 -2.70 -0.62
H17 -2.58 -2.70 -1.62
H18 -2.75 1.25 -2.87
H19 -5.17 1.33 -2.22